# 1
{
  "formula": "C7H10O",
  "method": "wB97M-V/def2-TZVPD",
  "homo_ha": -0.3368,
  "max_force_ev_per_a": 8.89,
  "gap_ev": 9.52,
  "species": ["O", "C", "C", "C", "C", "C", "C", "C", "H", "H", "H", "H", "H", "H", "H", "H", "H", "H"],
  "xyz": [[-1.4770, 1.0795, -2.1146], [-1.0747, -0.0257, -1.3626], [0.3712, -0.2856, -1.6531], [0.9731, -0.3420, -0.1999], [0.9090, 0.9449, 0.5682], [0.6522, 0.1593, 1.9088], [-0.7987, -0.5146, 1.7978], [0.6420, -1.1109, 1.1020], [-2.0017, -0.5448, -0.6001], [0.5990, -1.2059, -2.1215], [0.4952, 0.5259, -2.2949], [1.9997, -0.6608, -0.0616], [-0.1187, 1.4210, 0.5137], [1.6217, 1.9044, 0.2920], [1.1960, 0.2106, 2.8677], [-1.1908, -1.0902, 2.8102], [-1.3546, 0.1842, 1.2133], [0.5256, -2.3321, 1.3308]],
  "forces_ev_per_a": [[1.310, -6.454, 4.928], [-5.455, 5.594, -4.241], [-1.300, -2.247, 4.105], [1.821, 0.197, -0.023], [-1.471, 3.650, 0.843], [0.688, -1.653, 0.950], [3.707, -0.534, 2.123], [-5.735, -2.941, 0.714], [3.344, 1.304, -2.446], [-0.177, -1.118, -0.717], [1.550, 1.425, -0.643], [0.964, 0.341, -1.638], [1.142, -0.170, -0.833], [-1.232, -2.853, 1.204], [-0.419, 0.385, -0.608], [1.009, 1.734, -3.089], [-1.087, -0.267, 0.064], [1.344, 3.606, -0.693]],
  "mulliken_charge": [-0.56, -0.03, -0.59, 0.03, -0.70, -0.12, -0.87, -0.36, 0.32, 0.40, 0.36, 0.43, 0.23, 0.30, 0.31, 0.23, 0.27, 0.34]
}

# 2
{
  "formula": "C7H10O",
  "method": "wB97M-V/def2-TZVPD",
  "homo_ha": -0.3099,
  "max_force_ev_per_a": 3.92,
  "gap_ev": 9.04,
  "species": ["C", "C", "C", "C", "C", "O", "C", "C", "H", "H", "H", "H", "H", "H", "H", "H", "H", "H"],
  "xyz": [[-2.9915, -0.4203, 0.5629], [-2.0915, 0.0434, -0.6362], [-0.5969, 0.0674, -0.3167], [0.3219, -0.9593, -0.1290], [1.5752, -0.3907, 0.3624], [2.8899, -0.6435, -0.1163], [1.3190, 1.1908, 0.2452], [0.0669, 1.3333, -0.1153], [-3.8495, 0.1626, 0.5857], [-3.2139, -1.3954, 0.2062], [-2.6078, -0.4361, 1.6748], [-2.4569, -0.5499, -1.4712], [-2.3361, 1.1669, -0.8206], [0.0101, -2.0840, -0.1439], [1.4423, -0.4969, 1.4772], [2.9791, -0.5562, -1.0761], [1.9134, 1.9925, 0.7274], [-0.6184, 2.1564, -0.0700]],
  "forces_ev_per_a": [[2.351, -0.417, 1.113], [0.166, 2.613, 1.582], [0.694, -2.804, -0.828], [-3.287, -1.231, -1.195], [0.999, 3.762, 0.460], [-0.179, -1.330, 0.681], [0.819, -0.861, 1.397], [-1.716, 0.191, 0.212], [-1.800, 0.921, -0.049], [-0.714, -1.191, 0.763], [-0.130, 0.021, -2.435], [0.662, 0.153, -0.295], [0.237, -1.939, -0.106], [0.964, 2.230, -0.059], [1.147, -0.297, -0.701], [-0.630, 0.091, 0.334], [0.016, -0.883, -0.698], [0.403, 0.969, -0.176]],
  "mulliken_charge": [-0.95, -0.61, 0.72, -1.00, 0.63, -0.55, -0.75, -0.39, 0.34, 0.29, 0.27, 0.39, 0.20, 0.22, 0.22, 0.34, 0.33, 0.30]
}

# 3
{
  "formula": "C7H10O",
  "method": "wB97M-V/def2-TZVPD",
  "homo_ha": -0.3487,
  "max_force_ev_per_a": 1.93,
  "gap_ev": 10.30,
  "species": ["C", "C", "C", "C", "C", "C", "C", "O", "H", "H", "H", "H", "H", "H", "H", "H", "H", "H"],
  "xyz": [[-2.2805, -0.5335, 1.1381], [-1.5119, -1.1480, 0.2495], [-0.0285, -0.9267, 0.1626], [0.8973, -1.4996, 0.9247], [0.3383, -0.1642, -1.1155], [0.4680, 1.3626, -0.9536], [1.6218, 1.8494, -0.1187], [1.9383, 3.0103, -0.0702], [-3.3531, -0.4879, 1.0886], [-1.9166, -0.0627, 2.0372], [-1.7530, -1.6113, -0.7018], [1.9596, -1.2787, 0.8502], [0.6110, -2.2156, 1.6866], [1.2732, -0.5323, -1.5904], [-0.4318, -0.4140, -1.8371], [-0.4707, 1.6917, -0.4444], [0.6032, 1.8025, -1.9448], [2.0355, 1.1579, 0.6389]],
  "forces_ev_per_a": [[-0.490, -0.469, 0.051], [1.654, 0.940, -0.307], [0.499, -0.413, -0.467], [-0.220, 0.020, 0.480], [1.004, -0.001, 0.228], [-0.607, -0.680, -0.146], [-0.823, 0.322, 1.159], [0.298, -0.063, -0.422], [-0.362, -0.374, -0.296], [0.613, 0.179, -0.095], [-1.254, -0.091, 0.286], [-0.166, -0.160, -0.318], [-0.013, 0.214, 0.198], [-0.375, -0.060, 0.590], [-0.221, 0.332, -0.253], [0.671, 0.296, -0.529], [-0.466, 0.284, 0.144], [0.257, -0.275, -0.302]],
  "mulliken_charge": [-0.70, -0.47, 0.65, -0.90, -0.89, -0.33, 0.01, -0.47, 0.29, 0.29, 0.34, 0.29, 0.30, 0.37, 0.40, 0.25, 0.30, 0.29]
}

# 4
{
  "formula": "C7H10O",
  "method": "wB97M-V/def2-TZVPD",
  "homo_ha": -0.3350,
  "max_force_ev_per_a": 12.94,
  "gap_ev": 9.97,
  "species": ["C", "C", "C", "C", "C", "C", "C", "H", "H", "H", "H", "H", "H", "H", "H", "O", "H", "H"],
  "xyz": [[0.8036, 0.2689, -2.0924], [0.2346, 0.4073, -0.7587], [0.6261, 1.3452, 0.2307], [-0.1648, 1.5563, 1.4088], [-1.2687, 0.7404, 1.6425], [-1.4710, -0.3222, 0.7293], [-0.7718, -0.5856, -0.4167], [1.5841, 1.0020, -2.2689], [-0.0057, 0.2570, -2.8460], [1.2735, -0.8167, -2.2154], [1.4869, 1.9401, -0.0817], [0.0105, 2.2581, 1.9267], [-1.7533, 0.8663, 2.6022], [-2.4084, -0.7736, 0.8962], [-1.0679, -1.3132, -1.2320], [1.2004, -2.6194, 0.7486], [0.6973, -2.4693, 1.5260], [0.9946, -1.7417, 0.2007]],
  "forces_ev_per_a": [[1.360, -2.391, -1.217], [-1.083, -1.514, 2.681], [-1.195, -0.568, -1.078], [-1.777, -9.686, -8.397], [2.416, -0.134, -0.882], [-1.440, 0.582, 1.029], [0.699, 2.285, -1.390], [-0.053, 0.064, -0.457], [0.541, 0.475, 0.181], [-0.683, 2.186, 0.263], [-0.323, 0.311, 0.597], [2.641, 9.374, 7.322], [-0.672, -0.197, -0.386], [-0.778, -1.401, 0.174], [0.206, 0.730, 1.450], [0.205, 2.549, -2.909], [-0.760, 0.162, 1.222], [0.694, -2.827, 1.797]],
  "mulliken_charge": [-1.18, 1.11, -0.62, -0.72, -0.60, -0.15, -0.82, 0.39, 0.31, 0.23, 0.28, 0.74, 0.38, 0.39, 0.30, -0.67, 0.32, 0.33]
}

Number 1: E -347.69979 a.u.. Number 2: E -347.86268 a.u.. Number 3: E -347.88610 a.u.. Number 4: E -347.89434 a.u..